(1)
# C34H47INO5PS

A cluster of 2 separate species, C34H47INO5PS in total at a distorted geometry (ωB97M-V/def2-TZVPD, the OMol25 dataset).

* electronic energy: -75971.273 eV
* HOMO level: -7.954 eV
* molecular weight: 739.7 g/mol
* E_LUMO: -0.59 eV
* SMILES string: COCCCCCCCc1c2c(c(S)c(CC(=O)I)c1P(C)C)C(=O)N(CC(=O)c1ccccc1)C2=O.CCCCCC

Geometry (Å):
C  -4.32451  0.25774  2.63699
O  -5.23720  0.91494  1.75859
C  -5.12259  0.34657  0.46518
C  -6.22639  0.82064  -0.48249
C  -5.74392  0.89144  -1.95173
C  -5.01413  -0.38697  -2.44462
C  -3.70858  -0.05939  -3.23672
C  -2.41758  -0.57155  -2.52190
C  -1.94642  -1.87548  -3.18842
C  -0.51445  -2.22345  -2.87324
C  0.49128  -1.75926  -3.68295
C  1.82036  -2.08258  -3.45297
C  2.20716  -2.85749  -2.39337
S  3.95927  -3.16394  -2.16156
C  1.20833  -3.33010  -1.54104
C  1.64204  -4.18065  -0.37107
C  1.50817  -3.39599  0.94474
O  1.68600  -2.21801  1.00115
I  1.03103  -4.52001  2.75153
C  -0.13084  -3.00906  -1.77266
P  -1.52590  -3.55649  -0.68436
C  -1.67841  -2.47240  0.81778
C  -1.38933  -5.34620  -0.22961
C  2.67323  -1.40023  -4.53194
O  3.79906  -1.60728  -4.89941
N  1.77745  -0.42640  -5.04330
C  2.11157  0.97704  -4.86841
C  1.44199  1.59417  -3.62601
O  0.24006  1.74211  -3.52259
C  2.30884  2.07784  -2.47636
C  2.17747  1.60070  -1.19019
C  2.97591  2.12528  -0.20921
C  3.90475  3.10900  -0.45139
C  4.03703  3.58493  -1.74418
C  3.24201  3.06028  -2.72905
C  0.44098  -0.85761  -4.92464
O  -0.50883  -0.59845  -5.61652
H  -4.90001  -0.43165  3.26761
H  -3.75021  0.97409  3.23120
H  -3.59222  -0.34512  2.08421
H  -5.14196  -0.75421  0.51074
H  -4.15290  0.63455  0.01732
H  -7.15888  0.25387  -0.37833
H  -6.47864  1.84516  -0.17197
H  -5.11829  1.78841  -2.01942
H  -6.62899  1.03040  -2.58033
H  -4.82304  -1.12283  -1.65767
H  -5.68675  -0.87880  -3.15946
H  -3.75880  -0.52938  -4.22351
H  -3.67942  1.02350  -3.38484
H  -2.64665  -0.69513  -1.45629
H  -1.68571  0.23812  -2.63855
H  -2.05468  -1.78569  -4.27210
H  -2.61212  -2.67275  -2.84496
H  4.18963  -4.09088  -3.12173
H  1.10232  -5.12900  -0.34551
H  2.70121  -4.45778  -0.42998
H  -1.44218  -3.03943  1.72597
H  -2.72867  -2.17611  0.87438
H  -1.04589  -1.58476  0.73265
H  -0.84172  -5.42605  0.72161
H  -2.36434  -5.80822  -0.07591
H  -0.78522  -5.90539  -0.94994
H  1.93187  1.58931  -5.76065
H  3.19621  1.02555  -4.71158
H  1.45858  0.82561  -0.94170
H  2.87341  1.77970  0.81742
H  4.52393  3.55534  0.31862
H  4.74275  4.37691  -1.97054
H  3.36983  3.46429  -3.73249
C  1.66315  0.62482  4.08200
C  1.22021  1.80841  4.93603
C  1.86265  3.12980  4.51570
C  3.38694  3.17754  4.63895
C  3.93253  2.89307  6.03760
C  3.48254  3.91136  7.08064
H  2.73659  0.44679  4.16498
H  1.15393  -0.28662  4.39957
H  1.42344  0.79399  3.02947
H  1.42762  1.59996  5.98922
H  0.13455  1.91143  4.85418
H  1.42352  3.93879  5.10648
H  1.59382  3.33979  3.47497
H  3.72848  4.16754  4.31925
H  3.83226  2.46666  3.93621
H  5.02491  2.90185  5.99018
H  3.64864  1.88765  6.36009
H  3.79531  4.91937  6.79998
H  3.92318  3.68142  8.05205
H  2.39839  3.91106  7.20408

***

(2)
# C34H47N6O2PPbS4Sb2

A structure of composition C34H47N6O2PPbS4Sb2 (ωB97M-V/def2-TZVPD, the OMol25 dataset).

* electronic energy: -120016.616 eV
* HOMO level: -1.800 eV
* molecular weight: 1181.8 g/mol
* E_LUMO: 3.98 eV
* total charge: -2

Geometry (Å):
Pb  -1.90418  -0.46608  0.59012
N  -5.31098  0.69307  -0.24571
C  -4.74088  0.67207  -1.43824
N  -5.53592  0.82163  -2.51677
C  -4.91053  0.78906  -3.67360
N  -5.67567  0.92648  -4.80178
N  -3.59878  0.60461  -3.86492
C  -2.90212  0.45798  -2.74097
N  -3.38920  0.51763  -1.51122
C  -1.43150  0.20254  -2.94522
C  -0.90360  0.16183  -4.23393
C  0.45616  -0.04903  -4.39109
C  1.25478  -0.16173  -3.26494
C  0.64689  -0.10339  -2.02092
N  -0.66800  0.04095  -1.86916
H  -6.29492  0.49023  -0.19296
H  -4.76794  0.45076  0.58364
H  -6.59110  1.31406  -4.66223
H  -5.18331  1.15794  -5.64540
H  -1.57116  0.28941  -5.07318
H  0.89043  -0.11242  -5.38229
H  2.32866  -0.28654  -3.34066
H  1.21938  -0.14001  -1.09777
S  -2.90329  -1.20346  3.18667
Sb  -4.63016  -2.75720  1.96011
S  -3.41041  0.68245  2.49282
S  -3.57907  -2.38922  -0.21675
S  -6.57403  -1.54158  1.88467
O  1.54696  2.44548  3.25392
C  0.93359  2.12833  2.21865
O  1.13698  1.11276  1.48320
C  -0.21951  3.05441  1.72758
P  -0.59096  2.55840  -0.01035
C  -1.86833  3.83878  -0.48227
C  -1.73496  4.85404  -1.43146
C  -2.83192  5.61484  -1.83153
C  -4.08661  5.38007  -1.28720
C  -4.23419  4.38782  -0.32410
C  -3.14079  3.63036  0.06696
C  0.87431  3.20673  -0.91769
C  2.02906  3.69570  -0.30448
C  3.12878  4.08124  -1.06364
C  3.10041  3.98712  -2.44990
C  1.96163  3.49399  -3.07380
C  0.86641  3.10626  -2.31301
H  0.04715  4.10471  1.83890
H  -1.10906  2.84135  2.32482
H  -0.76656  5.06306  -1.86711
H  -2.70141  6.38768  -2.58136
H  -4.94205  5.96010  -1.61490
H  -5.20820  4.18435  0.10742
H  -3.27589  2.84192  0.80312
H  2.08958  3.76024  0.77520
H  4.01844  4.44971  -0.56479
H  3.96112  4.28605  -3.03707
H  1.92763  3.40046  -4.15448
H  -0.01767  2.71558  -2.81061
C  4.18191  -0.94895  0.15929
C  3.58274  -2.33614  0.41326
C  4.56948  -3.18316  1.21019
C  3.31641  -2.99385  -0.93962
Sb  1.58869  -1.95996  1.35493
C  0.73139  -4.02895  1.32798
C  0.08377  -4.17703  -0.05140
C  1.70176  -5.18445  1.56774
C  -0.38277  -4.06913  2.37703
C  2.10051  -1.67798  3.48605
C  3.16138  -0.57403  3.55154
C  2.59530  -2.92024  4.22075
C  0.81660  -1.14574  4.12928
H  5.08781  -1.03803  -0.46056
H  4.45667  -0.44472  1.08735
H  3.47729  -0.29401  -0.36370
H  5.47880  -3.36010  0.61266
H  4.15472  -4.15618  1.47707
H  4.87587  -2.67903  2.12946
H  4.25145  -3.05180  -1.51769
H  2.59412  -2.41915  -1.52872
H  2.92969  -4.00851  -0.83387
H  0.79557  -4.01701  -0.86740
H  -0.74296  -3.47366  -0.18556
H  -0.33596  -5.18771  -0.16173
H  2.40759  -5.30043  0.74095
H  1.13576  -6.12535  1.65039
H  2.27478  -5.06141  2.48941
H  -1.04364  -3.19988  2.30066
H  0.00932  -4.09975  3.39545
H  -1.00548  -4.96253  2.22792
H  4.09426  -0.87197  3.06366
H  3.39111  -0.35492  4.60527
H  2.79646  0.35317  3.09193
H  3.49841  -3.33588  3.76669
H  1.83794  -3.70474  4.25656
H  2.83464  -2.65080  5.26116
H  0.43839  -0.27379  3.58603
H  1.02657  -0.82308  5.15965
H  0.02018  -1.89268  4.16157